No. 1
{
  "formula": "C23H37N2O2P2W",
  "method": "wB97M-V/def2-TZVPD",
  "species": ["H", "H", "H", "C", "H", "H", "H", "C", "H", "H", "H", "H", "H", "H", "H", "H", "H", "H", "H", "H", "C", "C", "O", "P", "H", "N", "H", "H", "H", "H", "C", "H", "C", "C", "C", "C", "H", "C", "C", "P", "C", "C", "H", "C", "C", "H", "C", "H", "C", "H", "C", "H", "N", "C", "C", "W", "H", "H", "H", "O", "H", "H", "C", "H", "H", "C", "C"],
  "coordinates": [[2.301, 3.256, -1.081], [0.776, 4.146, -1.348], [3.344, -1.366, 0.309], [3.206, -0.835, 1.258], [-3.430, 2.035, -2.677], [4.144, 0.222, -1.806], [-4.881, 0.005, -2.898], [0.047, -3.535, 1.440], [-2.246, -2.653, 3.030], [-0.710, -4.288, 1.712], [0.240, -3.375, -1.339], [-4.257, -1.997, -1.517], [2.687, 0.055, -4.703], [2.850, 0.839, -0.769], [-3.158, -2.374, 0.820], [0.038, -0.752, 1.439], [0.742, -3.391, 2.270], [4.905, 0.040, 4.092], [-0.855, -1.730, 3.612], [1.285, 2.839, 1.770], [-2.117, 1.110, -1.307], [1.254, 3.157, -1.397], [-2.687, 1.121, 2.713], [0.302, 2.055, -0.280], [0.009, -3.872, -3.030], [-1.593, -0.041, -0.792], [-1.139, -2.722, -2.278], [-2.778, 1.589, 1.822], [0.576, -3.841, 0.545], [-4.019, 3.702, 0.410], [-3.671, -1.086, -1.502], [0.740, 0.650, 3.122], [1.215, -1.562, -4.108], [1.963, -0.247, 1.545], [0.347, 3.079, 1.240], [2.791, 0.444, 3.730], [0.904, -2.095, -4.992], [0.782, -1.923, -2.833], [-2.503, -1.067, -0.748], [-0.849, -2.010, 1.226], [-1.629, -1.769, 2.848], [4.256, -0.692, 2.175], [1.218, 2.799, -2.444], [2.111, -0.486, -3.976], [-4.025, 0.007, -2.261], [-1.780, 1.291, 3.107], [2.248, -0.229, -2.597], [-1.031, 2.735, -2.173], [-1.233, 2.311, -1.176], [-3.281, 3.323, 1.777], [4.062, -0.047, 3.399], [-2.243, -0.870, 2.891], [1.384, -1.063, -1.909], [-0.071, -3.015, -2.341], [-2.259, -2.251, 0.171], [0.569, -0.252, -0.183], [2.656, 0.928, 4.698], [3.184, 1.656, -2.343], [0.371, 4.126, 0.902], [-3.477, 4.059, 1.194], [-1.801, 3.083, -0.725], [-0.510, 2.940, 1.920], [1.734, 0.308, 2.836], [-2.143, -3.176, -0.437], [5.247, -1.105, 1.904], [3.129, 0.673, -1.844], [-3.241, 1.132, -2.110]],
  "forces_ev_per_angstrom": [[-0.331, 0.031, -0.098], [0.156, -0.190, -0.061], [0.174, 0.271, 0.364], [-0.090, 0.424, 0.326], [-0.196, 0.040, 0.193], [-0.340, 0.452, 0.015], [-0.375, -0.048, -0.343], [-0.515, -0.715, 0.506], [-0.008, 0.062, 0.072], [0.462, -0.080, 0.054], [-0.073, 0.319, -0.656], [-0.048, 0.099, 0.142], [-0.033, -0.162, -0.400], [0.073, -0.162, -0.990], [0.427, 0.006, -0.567], [-0.064, 1.537, 0.331], [0.021, -0.122, -0.098], [-0.401, 0.061, -0.226], [0.052, 0.072, 0.096], [-0.406, 0.091, -0.187], [1.953, -0.359, -0.726], [0.562, 0.255, -0.100], [0.841, 1.170, -0.958], [0.915, 1.344, -0.300], [-0.214, 0.263, 0.273], [-2.073, -0.115, 1.074], [0.403, -0.232, -0.125], [0.754, -1.087, 1.877], [0.067, 0.029, 0.025], [1.144, 0.688, 2.024], [0.275, -0.341, 0.190], [0.150, 0.080, -0.115], [-0.867, -0.948, 0.996], [-0.893, 0.307, -0.156], [-0.114, 0.336, -0.082], [0.289, -0.177, 0.102], [0.107, 0.162, -0.179], [1.087, 1.080, -0.304], [0.344, -0.520, -0.053], [0.869, -0.260, -0.934], [0.230, -0.298, -0.007], [0.461, -0.407, -0.155], [0.048, 0.029, 0.616], [0.863, 0.831, 2.067], [0.593, 0.257, 0.440], [-1.548, 0.041, -1.085], [-1.446, -0.571, -1.787], [0.162, -0.378, 0.231], [-1.122, 0.092, -0.934], [-0.339, -0.042, 0.202], [0.006, -0.129, -0.345], [0.044, -0.135, -0.148], [-0.080, -0.393, -0.130], [-0.694, -0.915, -0.097], [-1.165, -0.395, -0.764], [-0.226, -2.543, 1.828], [-0.100, -0.173, -0.217], [0.277, -0.482, 0.313], [-0.048, -0.217, 0.366], [-0.916, -0.521, -2.141], [-0.720, 1.003, 0.737], [0.360, -0.064, -0.332], [0.845, -0.148, -0.624], [-0.007, 0.514, 0.468], [-0.690, 0.287, 0.335], [1.315, 0.680, 0.325], [-0.181, 0.416, -0.167]],
  "mulliken_spin": [-0.01, 0.01, 0.01, 0.14, 0.00, 0.00, 0.00, -0.01, 0.00, 0.00, 0.00, 0.00, 0.00, -0.05, 0.00, 0.09, 0.00, 0.00, 0.00, 0.00, 0.01, 0.04, 0.00, -0.06, 0.00, -0.05, 0.00, 0.00, 0.00, 0.00, 0.00, 0.00, 0.01, -0.24, 0.07, -0.02, 0.00, 0.05, 0.05, 0.04, 0.02, -0.02, 0.00, 0.02, 0.01, 0.00, -0.02, 0.00, -0.02, 0.00, 0.04, -0.01, 0.08, 0.01, -0.01, 1.65, 0.00, 0.01, 0.00, 0.00, 0.00, -0.01, 0.09, 0.00, 0.00, 0.05, 0.01],
  "total_charge": 1,
  "multiplicity": 3,
  "total_energy_ev": -51920.2397,
  "max_force_ha_per_bohr": 0.0611,
  "homo_lumo_gap_ev": [5.952, 6.004],
  "homo_energy_ha": [-0.3447, -0.3547],
  "e_lumo_ev": [-3.43, -3.65]
}


No. 2
{
  "formula": "C6H12O",
  "method": "wB97M-V/def2-TZVPD",
  "species": ["O", "C", "H", "H", "C", "C", "H", "H", "H", "H", "C", "H", "H", "H", "H", "C", "C", "H", "H"],
  "coordinates": [[-0.210, 1.982, -1.217], [0.219, -0.089, 0.744], [-1.284, 2.425, 1.018], [0.209, -0.565, 1.733], [-1.339, 1.254, -0.822], [-1.185, 0.291, 0.324], [-2.040, 1.017, -1.624], [-2.917, 1.654, 0.702], [2.377, -2.542, -0.554], [0.027, -1.786, -0.572], [-1.844, 1.632, 0.531], [1.819, -2.359, 1.117], [0.856, 0.799, 0.829], [2.871, -1.130, 0.396], [-1.874, -0.554, 0.327], [0.805, -1.064, -0.289], [2.040, -1.815, 0.193], [1.050, -0.522, -1.214], [0.421, 1.372, -1.621]],
  "forces_ev_per_angstrom": [[0.171, -0.081, -0.212], [0.011, 0.012, 0.044], [-0.024, -0.150, -0.019], [-0.040, 0.049, -0.126], [-0.282, -0.065, -0.021], [0.052, -0.140, -0.044], [0.084, 0.121, 0.160], [0.214, -0.033, -0.004], [-0.019, 0.117, 0.120], [0.098, 0.068, 0.079], [-0.076, 0.122, 0.113], [0.062, 0.057, -0.114], [-0.128, -0.124, 0.000], [-0.104, -0.083, -0.002], [0.110, 0.145, -0.115], [-0.039, -0.018, -0.037], [0.069, -0.024, 0.040], [-0.050, -0.100, 0.140], [-0.108, 0.126, 0.000]],
  "lowdin_charge": [-0.02, -0.18, 0.11, 0.12, -0.34, -0.25, 0.14, 0.10, 0.07, 0.11, -0.06, 0.07, 0.12, 0.07, 0.14, -0.27, -0.12, 0.10, 0.08],
  "total_energy_ev": -8463.1116,
  "max_force_ha_per_bohr": 0.0056,
  "homo_lumo_gap_ev": 10.692,
  "smiles": "CCC[C@H]1C[C@H]1O",
  "homo_energy_ha": -0.3564,
  "e_lumo_ev": 0.99,
  "e_above_lowest_kcal_mol": 28.6
}


No. 3
{
  "formula": "C2F6NO3PdS2",
  "method": "wB97M-V/def2-TZVPD",
  "species": ["N", "Pd", "F", "O", "S", "C", "C", "F", "F", "O", "F", "O", "F", "F", "S"],
  "coordinates": [[0.535, -0.664, 0.243], [0.505, -2.216, 1.131], [-0.195, 2.025, 0.905], [0.272, -0.965, -2.337], [-0.293, -1.203, -1.019], [1.028, 1.665, 1.253], [-1.902, -0.253, -0.991], [-2.704, -0.759, -1.908], [1.004, 1.119, 2.455], [-0.650, -2.576, -0.579], [-1.653, 1.015, -1.261], [2.962, -0.047, 0.654], [1.814, 2.732, 1.277], [-2.457, -0.356, 0.199], [1.733, 0.482, -0.023]],
  "forces_ev_per_angstrom": [[-0.376, 4.372, -3.124], [1.327, -5.817, 6.193], [-0.405, 0.133, -0.127], [-0.634, -0.373, 2.138], [-1.037, -0.204, -3.609], [0.317, -0.124, 0.095], [0.241, -0.253, -0.050], [-0.010, -0.085, -0.090], [-0.021, -0.133, 0.039], [-0.377, 1.230, -1.690], [0.090, 0.211, -0.078], [-1.823, 0.778, -1.163], [0.067, 0.102, -0.071], [-0.112, -0.023, 0.308], [2.752, 0.187, 1.228]],
  "mulliken_spin": [0.07, 2.73, 0.00, 0.01, 0.10, 0.01, 0.01, 0.00, 0.00, 0.00, 0.00, 0.02, 0.00, 0.00, 0.03],
  "multiplicity": 4,
  "total_energy_ev": -51154.4481,
  "max_force_ha_per_bohr": 0.1672,
  "homo_lumo_gap_ev": [7.070, 7.658],
  "homo_energy_ha": [-0.2460, -0.4073],
  "e_lumo_ev": [0.38, -3.42],
  "e_above_lowest_kcal_mol": 1.4
}


No. 4
{
  "formula": "C26H39N5O3PSW",
  "method": "wB97M-V/def2-TZVPD",
  "species": ["H", "C", "C", "C", "N", "H", "H", "H", "H", "H", "H", "H", "C", "C", "C", "H", "H", "N", "C", "C", "H", "H", "C", "W", "C", "H", "C", "H", "H", "H", "H", "H", "H", "C", "H", "H", "C", "C", "H", "H", "N", "H", "H", "C", "S", "P", "C", "H", "H", "O", "C", "N", "H", "C", "N", "H", "C", "H", "C", "C", "H", "H", "H", "H", "H", "C", "H", "C", "C", "O", "H", "O", "H", "C", "H", "C"],
  "coordinates": [[2.733, -2.359, 1.552], [3.795, 0.740, 0.799], [-0.097, 0.172, 3.185], [2.861, -0.115, 2.876], [0.682, 2.235, -0.202], [-0.366, -0.606, 2.447], [2.201, 3.516, 0.407], [-2.097, -2.820, -1.170], [-1.046, 0.632, 3.436], [2.357, -0.991, 3.287], [2.012, 1.187, 4.365], [-4.168, -1.309, 1.138], [0.659, 4.554, -0.680], [0.027, 0.075, -1.988], [1.290, -4.043, -2.569], [-3.285, 1.496, 4.013], [3.810, 0.638, -0.284], [0.822, 1.196, 2.608], [1.237, -3.458, -1.316], [0.028, -2.947, -0.857], [0.469, -0.967, -5.139], [3.338, -1.774, -0.006], [-0.557, 4.411, -1.340], [0.793, 0.177, 0.633], [1.256, 3.446, -0.116], [-0.728, 2.574, 2.240], [-0.457, 2.108, -0.888], [1.142, 5.518, -0.605], [2.704, 2.045, 3.000], [-1.041, 5.275, -1.776], [-4.601, 2.696, 0.301], [0.035, 2.711, 3.852], [-4.053, 3.336, 1.864], [0.289, -4.466, -4.804], [2.131, -3.387, -0.713], [3.892, -0.128, 3.236], [-1.135, 3.153, -1.465], [0.680, -0.708, -4.109], [4.386, -1.699, 1.425], [4.800, 0.562, 1.186], [2.843, -0.249, 1.386], [-1.318, 0.003, -3.654], [0.349, -0.332, 4.040], [-0.319, -0.189, -3.289], [-0.111, -2.011, 0.646], [-3.689, 0.970, 1.698], [-1.094, -3.769, -2.814], [-3.343, -0.266, 3.736], [-5.658, -0.369, 1.319], [-0.399, -5.479, -5.318], [-1.149, -3.154, -1.572], [1.238, -0.167, -1.458], [-4.831, 0.678, 3.794], [2.152, 1.150, 3.282], [-0.764, 0.700, -0.956], [3.499, 1.754, 1.054], [0.136, -4.152, -3.337], [2.233, -4.386, -2.974], [3.359, -1.614, 1.068], [-3.789, 0.694, 3.472], [-2.059, 2.993, -2.002], [2.756, -1.259, -4.230], [-1.741, 0.452, -0.807], [-5.584, 2.455, 1.750], [3.188, -0.778, -1.842], [1.961, -0.883, -3.600], [-4.690, -0.196, -0.148], [-4.639, -0.348, 0.932], [-4.562, 2.505, 1.374], [0.977, -3.747, -5.474], [-0.812, -6.028, -4.637], [-2.255, 1.004, 1.189], [0.895, 3.309, 2.428], [2.211, -0.614, -2.271], [-2.002, -3.896, -3.392], [0.212, 2.545, 2.788]],
  "forces_ev_per_angstrom": [[0.020, -0.011, 0.003], [-0.064, -0.005, -0.049], [-0.102, -0.098, 0.042], [-0.016, -0.022, -0.027], [-0.049, 0.011, 0.013], [-0.032, 0.031, 0.167], [-0.007, 0.007, 0.008], [0.001, 0.007, 0.006], [0.024, 0.007, 0.051], [0.018, -0.015, -0.008], [0.015, 0.001, 0.000], [0.012, 0.006, 0.011], [0.032, 0.017, 0.009], [-0.006, -0.010, 0.080], [0.016, -0.006, 0.046], [0.000, 0.008, -0.011], [0.006, 0.013, 0.008], [-0.039, 0.045, -0.067], [0.041, -0.053, -0.071], [-0.013, 0.012, 0.030], [0.008, 0.007, -0.011], [0.047, 0.026, 0.017], [-0.021, 0.031, -0.014], [0.289, -0.341, -0.194], [0.008, -0.057, -0.005], [-0.002, 0.031, 0.018], [-0.079, -0.086, 0.053], [-0.007, 0.005, -0.003], [0.015, -0.006, -0.032], [-0.002, -0.003, -0.007], [0.015, -0.014, -0.005], [-0.014, 0.001, -0.002], [0.015, -0.008, 0.002], [-0.127, -0.005, 0.076], [-0.025, -0.019, -0.019], [-0.004, 0.014, 0.014], [0.038, -0.046, 0.004], [0.024, -0.024, 0.008], [0.008, -0.020, 0.005], [-0.001, -0.007, 0.005], [0.134, -0.021, 0.209], [-0.009, 0.003, 0.005], [-0.006, 0.022, 0.018], [0.033, 0.015, 0.058], [0.040, 0.330, -0.076], [-0.118, -0.012, 0.009], [0.033, -0.002, -0.022], [0.006, -0.004, -0.021], [0.004, 0.014, 0.013], [0.035, -0.008, 0.008], [0.021, -0.005, 0.015], [-0.043, 0.017, -0.344], [-0.006, 0.011, -0.021], [-0.087, 0.032, 0.033], [-0.050, 0.138, 0.060], [-0.005, 0.018, -0.014], [0.041, 0.023, -0.031], [0.006, 0.001, 0.008], [-0.087, 0.043, -0.021], [-0.004, 0.002, -0.010], [-0.006, 0.010, 0.000], [-0.006, -0.013, -0.006], [0.011, 0.037, -0.030], [0.005, -0.023, 0.009], [0.003, 0.006, -0.016], [-0.005, -0.025, -0.079], [0.008, 0.017, 0.003], [0.012, 0.021, 0.007], [0.009, -0.026, 0.011], [0.021, 0.009, -0.012], [0.002, 0.002, -0.043], [0.017, 0.022, 0.000], [0.002, 0.006, -0.006], [-0.075, -0.028, 0.152], [0.001, -0.001, -0.004], [0.020, -0.053, -0.010]],
  "mulliken_spin": [-0.01, 0.06, 0.04, 0.02, 0.11, -0.03, 0.00, 0.00, -0.01, 0.00, 0.00, 0.00, -0.01, -0.02, 0.00, 0.00, 0.00, 0.09, 0.00, 0.01, 0.00, 0.00, 0.02, 1.63, 0.00, -0.01, 0.05, 0.00, -0.01, 0.00, 0.00, 0.00, 0.00, 0.00, 0.00, 0.00, -0.01, 0.01, 0.00, 0.01, 0.07, 0.00, 0.00, -0.01, -0.02, 0.01, 0.00, 0.00, 0.00, 0.00, 0.00, -0.09, 0.00, -0.02, -0.04, -0.03, 0.00, 0.00, 0.03, 0.00, 0.00, 0.00, 0.02, 0.00, 0.01, 0.00, 0.00, 0.00, 0.00, 0.00, 0.00, 0.08, 0.00, 0.03, 0.00, 0.03],
  "total_charge": 3,
  "multiplicity": 3,
  "total_energy_ev": -63115.0153,
  "max_force_ha_per_bohr": 0.0095,
  "homo_lumo_gap_ev": [6.415, 6.912],
  "homo_energy_ha": [-0.6086, -0.6138],
  "e_lumo_ev": [-10.15, -9.79],
  "e_above_lowest_kcal_mol": 10.1
}